Below is C36H63BClCuF4N9O4 as an isolated structure, with properties calculated with ωB97M-V/def2-TZVPD.

Results
HOMO level: -0.2615 hartree
charge: -1
LUMO level: 2.13 eV
max |F|: 3.08 eV/A

Geometry (Å):
Cu  -0.65  0.30  -1.26
B  1.98  -1.42  0.67
F  1.09  -1.78  1.82
F  1.82  -2.22  -0.40
F  1.70  -0.07  0.39
F  3.36  -1.53  1.17
Cl  -2.00  3.28  0.31
O  -0.72  2.69  0.02
O  -2.35  2.97  1.69
O  -1.93  4.67  0.04
O  -2.94  2.67  -0.58
C  -5.34  0.73  1.70
C  -6.08  1.06  0.45
C  -5.45  0.45  -0.84
C  -5.19  -0.95  -0.64
N  -4.82  -2.00  -0.31
H  -5.11  -0.31  1.79
H  -5.95  1.00  2.61
H  -4.33  1.17  1.63
H  -6.21  2.17  0.36
H  -7.10  0.66  0.46
H  -4.49  0.97  -1.08
H  -6.16  0.48  -1.69
C  2.17  0.74  4.85
C  1.93  1.21  3.41
C  0.72  2.12  3.25
C  0.95  3.53  3.68
N  0.89  4.64  3.99
H  2.92  -0.10  4.85
H  1.21  0.41  5.27
H  2.52  1.52  5.47
H  1.86  0.37  2.72
H  2.70  1.89  3.07
H  -0.10  1.71  3.82
H  0.40  2.23  2.25
C  3.48  -1.52  -4.52
C  2.43  -0.52  -4.01
C  1.18  -0.61  -4.94
C  1.36  0.04  -6.24
N  1.59  0.47  -7.27
H  3.84  -1.41  -5.57
H  3.14  -2.54  -4.52
H  4.42  -1.54  -3.97
H  2.76  0.50  -4.04
H  2.18  -0.83  -3.00
H  0.26  -0.24  -4.47
H  1.01  -1.69  -5.13
C  2.39  3.94  0.50
C  2.40  4.31  -1.00
C  1.19  3.92  -1.81
C  0.91  2.52  -2.12
N  0.56  1.49  -2.50
H  2.70  2.86  0.75
H  1.37  4.09  0.93
H  3.07  4.63  0.98
H  3.35  4.11  -1.55
H  2.36  5.44  -1.00
H  1.43  4.34  -2.75
H  0.25  4.29  -1.27
C  -1.67  -2.37  4.17
C  -1.12  -1.00  3.85
C  -2.05  -0.18  2.93
C  -1.78  -0.23  1.50
N  -1.74  -0.25  0.36
H  -2.65  -2.32  4.66
H  -1.05  -3.06  4.77
H  -1.95  -2.91  3.28
H  -0.14  -1.13  3.50
H  -0.96  -0.46  4.79
H  -2.05  0.85  3.21
H  -3.09  -0.56  3.16
C  -0.46  -5.48  2.30
C  0.93  -4.92  1.99
C  1.68  -4.23  3.16
C  2.04  -5.27  4.17
N  2.29  -6.03  5.00
H  -1.22  -4.75  2.43
H  -0.37  -5.96  3.26
H  -0.74  -6.16  1.54
H  0.85  -4.20  1.19
H  1.52  -5.73  1.56
H  0.97  -3.50  3.64
H  2.45  -3.55  2.86
C  -2.48  4.29  -4.45
C  -2.78  3.59  -3.15
C  -3.34  2.17  -3.39
C  -4.67  2.11  -3.96
N  -5.76  2.00  -4.30
H  -3.34  4.50  -5.09
H  -1.80  3.70  -5.05
H  -1.96  5.22  -4.27
H  -3.53  4.15  -2.57
H  -1.96  3.59  -2.45
H  -3.42  1.56  -2.50
H  -2.72  1.61  -4.07
C  5.62  1.08  -0.87
C  5.05  1.44  0.50
C  5.60  0.49  1.62
C  7.01  0.63  1.88
N  8.13  0.81  2.00
H  6.69  1.16  -0.87
H  5.19  1.68  -1.71
H  5.38  0.04  -1.19
H  3.99  1.29  0.53
H  5.37  2.48  0.77
H  5.24  -0.52  1.42
H  5.07  0.74  2.57
C  -3.00  -4.55  -1.99
C  -1.84  -4.36  -1.06
C  -0.61  -3.84  -1.82
C  -0.88  -2.44  -2.24
N  -1.20  -1.38  -2.52
H  -3.88  -4.66  -1.34
H  -2.90  -5.44  -2.63
H  -3.17  -3.69  -2.68
H  -1.55  -5.36  -0.67
H  -2.11  -3.67  -0.26
H  -0.33  -4.49  -2.70
H  0.29  -3.83  -1.18

***

Below is C22H31N5O2PdSSi2 as an isolated structure, with properties calculated with ωB97M-V/def2-TZVPD.

Results
HOMO level (alpha / beta): -0.2808 / -0.2888 hartree
charge: 0
LUMO level (alpha / beta): 0.61 / -1.65 eV
energy relative to the best compared isomer or geometry (same formula, charge and spin): 2.3 kJ/mol
max |F|: 0.43 eV/A
spin multiplicity: 3

Geometry (Å):
Pd  -0.69  0.43  -0.32
C  -3.40  0.08  -2.31
Si  -3.58  0.30  -0.46
C  -5.29  -0.31  0.03
C  -3.49  2.11  0.02
C  -2.38  -0.82  0.47
C  -2.09  -2.06  -0.28
C  -2.78  -3.26  -0.23
C  -2.34  -4.30  -1.03
C  -1.23  -4.12  -1.84
C  -0.60  -2.88  -1.83
N  -1.02  -1.88  -1.07
Si  -1.72  -0.83  2.23
C  -3.00  -1.72  3.29
C  -0.13  -1.81  2.30
C  -1.49  0.88  2.96
H  -4.14  0.70  -2.80
H  -3.58  -0.96  -2.60
H  -2.42  0.36  -2.70
H  -6.06  0.27  -0.49
H  -5.46  -0.20  1.10
H  -5.43  -1.36  -0.23
H  -4.39  2.59  -0.38
H  -2.63  2.64  -0.39
H  -3.50  2.26  1.10
H  -3.64  -3.37  0.42
H  -2.85  -5.26  -1.01
H  -0.86  -4.90  -2.48
H  0.27  -2.67  -2.44
H  -3.18  -2.74  2.94
H  -3.95  -1.19  3.29
H  -2.66  -1.78  4.33
H  -0.29  -2.85  1.98
H  0.22  -1.83  3.33
H  0.67  -1.39  1.68
H  -2.33  1.55  2.76
H  -0.58  1.37  2.61
H  -1.41  0.76  4.04
N  7.72  0.04  0.08
C  6.43  0.13  -0.43
C  6.07  1.19  -1.26
C  4.80  1.25  -1.80
C  3.88  0.25  -1.53
C  4.24  -0.82  -0.72
C  5.50  -0.88  -0.17
S  2.26  0.34  -2.21
O  1.81  -1.00  -2.46
O  2.29  1.28  -3.30
N  1.33  0.89  -1.01
C  1.36  2.17  -0.57
N  0.21  2.44  0.11
C  0.08  3.63  0.68
C  1.07  4.59  0.56
C  2.19  4.22  -0.18
N  2.35  3.04  -0.75
H  8.22  0.91  0.14
H  7.83  -0.53  0.90
H  6.78  1.97  -1.47
H  4.50  2.08  -2.43
H  3.52  -1.61  -0.53
H  5.78  -1.72  0.45
H  -0.84  3.81  1.23
H  0.98  5.56  1.01
H  3.00  4.93  -0.33

***

Below is C11H25MgN8O2P as an isolated structure, with properties calculated with ωB97M-V/def2-TZVPD.

Results
HOMO level: -0.5137 hartree
charge: +2
LUMO level: -5.55 eV
max |F|: 0.55 eV/A

Geometry (Å):
Mg  1.06  -0.83  -0.14
C  -0.27  -2.84  -2.20
O  0.74  -2.57  -1.19
C  2.02  -3.22  -1.44
C  3.02  -2.14  -1.78
O  2.97  -1.16  -0.71
C  4.19  -1.07  0.09
H  -0.35  -3.92  -2.33
H  0.00  -2.36  -3.14
H  -1.21  -2.45  -1.82
H  1.92  -3.94  -2.25
H  2.28  -3.75  -0.52
H  2.76  -1.62  -2.70
H  4.03  -2.53  -1.87
H  5.01  -0.78  -0.57
H  4.39  -2.03  0.55
H  4.02  -0.31  0.84
C  -2.07  3.70  -0.10
N  -2.38  2.64  0.86
C  -3.55  1.89  0.39
N  -3.38  1.35  -0.96
C  -3.05  2.44  -1.88
N  -1.87  3.20  -1.46
C  -0.64  2.43  -1.59
P  -0.73  0.94  -0.48
C  -1.24  1.78  1.09
C  -2.39  0.29  -1.00
H  -1.19  4.24  0.23
H  -2.91  4.40  -0.12
H  -4.40  2.57  0.37
H  -3.77  1.08  1.09
H  -3.90  3.13  -1.90
H  -2.89  2.04  -2.88
H  0.22  3.04  -1.30
H  -0.50  2.11  -2.62
H  -0.40  2.36  1.47
H  -1.48  1.01  1.84
H  -2.68  -0.53  -0.34
H  -2.32  -0.11  -2.02
N  1.75  0.28  4.73
N  1.35  -0.60  3.76
N  1.12  -1.86  4.02
C  0.92  -2.36  2.81
N  1.01  -1.42  1.87
N  1.30  -0.28  2.51
H  1.41  -0.07  5.62
H  1.38  1.20  4.51
H  0.69  -3.40  2.63

***

Below is a 2-piece molecular cluster, C5H14 overall, with properties calculated with ωB97M-V/def2-TZVPD.

Results
HOMO level: -0.4031 hartree
charge: 0
LUMO level: 1.12 eV
energy relative to the best compared isomer or geometry (same formula, charge and spin): 145.7 kJ/mol
max |F|: 3.69 eV/A
SMILES string: CCC.CC

Geometry (Å):
C  -0.30  -1.45  -1.82
C  0.28  -1.35  -0.40
C  -0.26  -2.59  0.28
H  -1.33  -1.76  -1.87
H  0.41  -2.04  -2.48
H  -0.35  -0.41  -2.18
H  1.38  -1.32  -0.40
H  -0.09  -0.42  -0.07
H  0.36  -3.32  -0.16
H  -0.04  -2.59  1.29
H  -1.27  -2.64  0.37
C  0.65  2.94  0.66
C  -0.34  1.93  1.12
H  1.41  2.71  -0.07
H  0.25  3.86  0.21
H  1.09  3.36  1.61
H  -0.21  1.67  2.18
H  -0.30  1.03  0.63
H  -1.33  2.39  1.08

***

Below is one molecule with the formula C8H6N2S, with properties calculated with ωB97M-V/def2-TZVPD.

Results
HOMO level: -0.3045 hartree
charge: 0
LUMO level: -0.69 eV
energy relative to the best compared isomer or geometry (same formula, charge and spin): 1.6 kJ/mol
max |F|: 2.36 eV/A
SMILES string: S=c1cnc2ccccc2[nH]1

Geometry (Å):
S  2.49  3.17  -0.87
C  1.59  1.92  -0.30
C  1.84  1.41  1.03
N  1.21  0.44  1.63
C  0.21  -0.20  0.85
C  -0.57  -1.33  1.38
C  -1.48  -1.98  0.54
C  -1.74  -1.50  -0.77
C  -1.02  -0.44  -1.26
C  -0.02  0.16  -0.49
N  0.63  1.29  -1.00
H  2.59  1.94  1.59
H  -0.53  -1.58  2.42
H  -2.07  -2.78  0.97
H  -2.35  -2.08  -1.46
H  -1.15  -0.11  -2.31
H  0.37  1.66  -1.95

***

Number 1: M 871.76 g/mol, E -4728.318884 a.u.. Number 2: M 592.18 g/mol, E -2386.272665 a.u.. Number 3: M 356.65 g/mol, E -1563.570066 a.u.. Number 4: M 74.17 g/mol, E -198.833670 a.u.. Number 5: M 162.22 g/mol, E -816.150686 a.u..